## one
C3H6NO | ωB97M-V with the def2-TZVPD basis set

Geometry as ORCA input:
```
! wB97M-V def2-TZVPD RIJCOSX def2/J DEFGRID3
* xyz 1 1
C 0.74447 2.10172 0.47177
C 0.21663 -1.18093 -0.04644
C -0.04685 1.04883 0.67810
N -0.59434 -1.37938 -1.03848
O 1.48686 2.93121 0.23509
H -0.06982 -1.51173 0.94207
H 1.25801 -0.98240 -0.24840
H -0.10362 0.71761 1.70767
H -1.00768 1.10898 0.18556
H -1.55375 -1.67261 -0.88945
H -0.32990 -1.18130 -1.99749
*
```

Values from the calculation:
LUMO energy (spin up / spin down) = -5.0 / -5.0 eV
Orbital gap (spin up / spin down) = 9.198 / 9.199 eV
HOMO energy (spin up / spin down) = -14.2 / -14.2 eV

## two
C3H6NO | ωB97M-V with the def2-TZVPD basis set

Geometry as ORCA input:
```
! wB97M-V def2-TZVPD RIJCOSX def2/J DEFGRID3
* xyz 1 1
C -1.02795 -0.58111 0.48302
C 0.49379 1.11612 -0.35967
C 0.08116 -0.79750 -0.56114
N 0.29101 0.06168 0.66681
O 0.30130 0.20140 -1.42599
H -1.83124 0.15174 0.20671
H -1.46265 -1.33334 1.18966
H -0.25739 2.02241 -0.41859
H 1.61355 1.48244 -0.38651
H 0.95882 -2.24863 -1.00386
H 0.83960 -0.07521 1.60957
*
```

Values from the calculation:
LUMO energy = -4.8 eV
Orbital gap = 10.611 eV
HOMO energy = -15.4 eV

Tell me which of them is the least stable. Sure, it is two.

## one
C3H3N2OS | ωB97M-V with the def2-TZVPD basis set

Geometry as ORCA input:
```
! wB97M-V def2-TZVPD RIJCOSX def2/J DEFGRID3
* xyz 1 1
C -0.66006 -1.22856 -0.78608
C 0.01033 -0.19346 -1.54801
C -0.02679 1.88090 1.93296
N -0.03887 1.23994 0.98365
N 0.01522 -1.61385 0.21365
O 1.19845 -1.00205 0.35726
S 1.43993 0.18262 -0.67950
H -1.52253 -1.72118 -0.99843
H -0.43191 0.20791 -2.33986
H 0.01624 2.24774 2.86437
*
```

Values from the calculation:
LUMO energy = -6.4 eV
Orbital gap = 9.556 eV
HOMO energy = -16.0 eV

## two
C3H3N2OS | ωB97M-V with the def2-TZVPD basis set

Geometry as ORCA input:
```
! wB97M-V def2-TZVPD RIJCOSX def2/J DEFGRID3
* xyz 1 1
C 0.08601 -0.04950 0.10062
C -1.26630 1.24067 -1.17133
C -1.12405 -0.11768 -1.77824
N -0.45192 1.15004 0.01048
N -0.27423 -0.81757 -0.91175
O -1.87262 2.19819 -1.51198
S -1.78623 -0.70246 -3.13808
H 0.73990 -0.36903 0.90002
H -0.32959 1.91857 0.66184
H 0.00945 -1.77995 -1.06402
*
```

Values from the calculation:
LUMO energy (spin up / spin down) = -6.9 / -6.9 eV
Orbital gap (spin up / spin down) = 7.487 / 7.486 eV
SMILES string = O=C1NC=[NH+]C1=S
HOMO energy (spin up / spin down) = -14.4 / -14.4 eV

Tell me which of them is the least stable. Sure, it is one.

## one
C9H15N4O3 | ωB97M-V with the def2-TZVPD basis set

Geometry as ORCA input:
```
! wB97M-V def2-TZVPD RIJCOSX def2/J DEFGRID3
* xyz -1 1
C 3.40578 -1.16596 0.77818
C 2.71931 0.16304 1.12483
C 2.21663 0.89082 -0.13273
C 0.89013 1.62908 0.01619
C 0.84934 2.42035 1.23070
N 0.74867 3.07089 2.19142
C -0.37811 0.75736 -0.12616
C -0.65535 0.57117 -1.52562
N -0.96246 0.49658 -2.63883
C -0.36568 -0.59070 0.60360
N -1.64074 -1.28383 0.51295
C -2.68109 -0.67462 1.33432
H 3.09042 -1.54400 -0.18368
H 3.27424 -1.90206 1.55871
H 4.47154 -0.98754 0.68866
H 3.45368 0.78504 1.62157
H 1.92383 -0.00126 1.83363
H 2.95952 1.64526 -0.36986
H 2.20644 0.22991 -0.98714
H 0.84858 2.35516 -0.78697
H -1.20139 1.32482 0.29278
H -0.14266 -0.43494 1.64854
H 0.38119 -1.22637 0.13905
H -1.95153 -1.31700 -0.45163
H -3.29556 0.03625 0.78600
H -3.35172 -1.43645 1.71331
H -2.24787 -0.16954 2.19001
N -3.67923 -0.87790 -3.29406
O -3.91073 -0.52510 -2.10847
O -4.24056 -0.29159 -4.23957
O -2.89040 -1.81975 -3.51362
*
```

Values from the calculation:
LUMO energy = 2.7 eV
Orbital gap = 6.896 eV
HOMO energy = -4.2 eV

## two
C9H15N4O3 | ωB97M-V with the def2-TZVPD basis set

Geometry as ORCA input:
```
! wB97M-V def2-TZVPD RIJCOSX def2/J DEFGRID3
* xyz -1 1
C 3.65064 -1.25579 0.82564
C 2.88519 0.18350 1.19944
C 2.30928 0.87420 -0.17459
C 0.88284 1.66475 -0.00781
C 0.85677 2.66077 1.33500
N 0.70986 3.46299 2.35697
C -0.45279 0.71793 -0.08892
C -0.79465 0.47843 -1.69033
N -1.18360 0.40221 -2.92514
C -0.37811 -0.67009 0.77972
N -1.68996 -1.42374 0.77918
C -2.70165 -0.73092 1.68479
H 3.30546 -1.69046 -0.21692
H 3.56431 -2.03357 1.69776
H 4.80917 -1.00624 0.69290
H 3.68887 0.88005 1.69095
H 2.03592 0.01697 2.01583
H 3.11135 1.70206 -0.48549
H 2.32417 0.09290 -1.07290
H 0.81041 2.41816 -0.93115
H -1.34767 1.35378 0.37979
H -0.10291 -0.44380 1.91063
H 0.42365 -1.37456 0.26244
H -2.06938 -1.51363 -0.21034
H -3.40864 0.00930 1.09350
H -3.41320 -1.53198 2.19603
H -2.17254 -0.13237 2.55583
N -3.91321 -0.77770 -3.91320
O -4.24848 -0.47909 -2.75501
O -4.34124 -0.11656 -4.87368
O -3.14987 -1.73752 -4.11091
*
```

Values from the calculation:
LUMO energy = 2.5 eV
Orbital gap = 6.466 eV
HOMO energy = -4.0 eV

Tell me which of them is the least stable. Sure, it is two.

## one
C5H17N2O3 | ωB97M-V with the def2-TZVPD basis set

Geometry as ORCA input:
```
! wB97M-V def2-TZVPD RIJCOSX def2/J DEFGRID3
* xyz -1 1
N 1.12321 1.44565 -0.06272
C 0.15242 1.52684 -1.15251
C 0.54422 0.51172 -2.26326
C -1.35853 1.26720 -0.95621
N -1.61382 -0.21042 -0.63477
C -2.19192 -0.25281 0.73051
C -1.37181 0.11713 2.04554
O -0.18840 -0.59739 2.26478
H 0.81432 0.84834 0.68936
H 1.95068 0.95692 -0.51663
H 0.22050 2.51484 -1.60372
H -0.30252 0.13324 -2.84845
H 1.30650 0.87454 -2.93280
H 1.02967 -0.40557 -1.88784
H -1.96607 1.56335 -1.84732
H -1.74871 1.96130 -0.20795
H -0.82332 -0.77097 -0.75209
H -2.43355 -1.38567 0.82285
H -3.25687 0.29342 0.67095
H -2.07258 -0.15244 2.81729
H -1.15417 1.20282 2.12694
H 0.30140 -1.06783 1.33251
H 0.54162 -2.78954 0.49563
O 0.81214 -1.88949 0.40941
H 2.26220 -1.33899 0.01537
H 3.90972 -0.64979 0.15422
O 3.30210 -1.37145 -0.21021
*
```

Values from the calculation:
LUMO energy = 3.8 eV
Orbital gap = 8.402 eV
HOMO energy = -4.6 eV

## two
C5H17N2O3 | ωB97M-V with the def2-TZVPD basis set

Geometry as ORCA input:
```
! wB97M-V def2-TZVPD RIJCOSX def2/J DEFGRID3
* xyz -1 1
C 0.15281 -2.80248 -0.98516
N -0.48148 -1.74732 -0.21373
C 0.49158 -0.78912 0.30599
C -0.04812 -0.21433 1.64681
C 0.62608 1.13313 2.05636
N 0.47188 1.37703 3.51121
C 0.77768 0.44078 -0.71934
O -0.20982 1.41510 -0.67659
H 0.56132 -2.46098 -1.95259
H -0.55280 -3.61071 -1.20551
H 0.95834 -3.25012 -0.39144
H -1.12947 -1.30019 -0.84721
H 1.48865 -1.21075 0.44846
H 0.12128 -0.93394 2.44516
H -1.09015 -0.00113 1.41000
H 0.39127 2.08385 1.61663
H 1.67608 0.95585 1.82133
H -0.51224 1.37286 3.75568
H 0.87679 0.73604 4.18634
H 1.80205 0.72394 -0.43317
H 0.73342 0.03501 -1.74272
H -1.60544 0.78764 -1.29496
H -3.02903 0.99834 -1.65658
O -2.38803 0.30868 -1.72016
H -0.34781 1.59559 -2.48063
H 0.24445 2.64243 -3.48775
O 0.02069 1.71480 -3.39643
*
```

Values from the calculation:
LUMO energy = 3.9 eV
Orbital gap = 7.484 eV
HOMO energy = -3.6 eV

Tell me which of them is the least stable. Sure, it is one.